Molecular formula: C2H7N3P
Method: DFT, ωB97M-V/def2-TZVPD

CARTESIAN COORDINATES (ANGSTROEM)
1 H 1.15976 -1.15233 0.22108
2 C -1.08167 -1.05491 -0.06338
3 C 0.36657 -0.68597 -0.44679
4 N 1.70011 1.25372 -0.01187
5 H -2.09184 0.36809 1.40774
6 P -2.14650 0.56934 0.00988
7 H 2.49467 0.57968 -0.07432
8 H -1.20299 -1.48204 0.93982
9 H -1.31796 -1.87567 -0.76127
10 N 0.38458 0.69953 -0.04906
11 H 1.77318 2.26969 0.27143
12 N -0.65040 1.34840 0.07365
13 H 0.61249 -0.83753 -1.51691

Properties
- SMILES = NN1CC[PH]#[N+]1
- Kohn-Sham gap (eV) = 9.34
- energy above the lowest of the compared OMol25 structures with the same formula, charge and spin (kJ/mol) = 413.1
- multiplicity = 1
- charge = +1